[1]
Below is the ion C4H10N2OS with charge -2, with properties calculated with ωB97M-V/def2-TZVPD.

The calculated total energy is -20170.5172 eV. Its HOMO energy is 0.39 eV. The spin multiplicity is 1. As for the charge: -2. The value obtained for the lowest unoccupied orbital energy is 6.06 eV. The structure (SMILES) is NC[C@H](C[S-])NC[O-]. For the relative energy (zero: lowest compared OMol25 entry of this formula, charge and spin), the calculation gives 15.7 kcal/mol.

Each line ends with the natural charge from an NBO analysis.
Atoms and positions in Å:
N: -0.5278 -2.0246 1.2870  -0.862
C: -0.6702 -1.5402 -0.1284  -0.222
C: -0.4047 -0.0400 -0.3073  -0.116
C: 0.1614 0.2457 -1.7098  -0.502
S: -0.7537 -0.5651 -3.1246  -0.812
N: 0.5671 0.4153 0.7319  -0.709
C: 0.5257 1.9301 1.0211  0.140
O: 1.5063 2.3478 1.8234  -0.968
H: -0.8703 -1.2354 1.8278  0.353
H: 0.4718 -2.0148 1.4510  0.341
H: -1.7115 -1.8163 -0.2909  0.183
H: -0.0272 -2.1205 -0.7716  0.190
H: -1.2333 0.6494 -0.1357  0.179
H: 1.1967 -0.1088 -1.8001  0.166
H: 0.1231 1.3094 -1.8912  0.188
H: 1.5112 0.1948 0.4447  0.328
H: 0.5880 2.4061 0.0175  0.063
H: -0.4525 1.9669 1.5550  0.059

***

[2]
Below is the ion C4H10N2OS with charge -2, with properties calculated with ωB97M-V/def2-TZVPD.

The calculated total energy is -20170.0644 eV. Its HOMO energy is 0.57 eV. The spin multiplicity is 1. As for the charge: -2. The value obtained for the lowest unoccupied orbital energy is 5.96 eV. The structure (SMILES) is NC[C@@H](C[S-])NC[O-]. For the relative energy (zero: lowest compared OMol25 entry of this formula, charge and spin), the calculation gives 26.1 kcal/mol.

Each line ends with the natural charge from an NBO analysis.
Atoms and positions in Å:
N: -0.9090 -1.2770 1.2090  -0.914
C: -0.3351 -1.0220 -0.1200  -0.247
C: -0.2051 0.4506 -0.3824  -0.095
C: -1.4801 1.1807 0.0794  -0.515
S: -2.9717 0.2749 -0.4043  -0.762
N: 1.0057 0.9441 0.1830  -0.675
C: 2.2298 0.4759 -0.5766  0.150
O: 3.4718 0.6209 -0.0526  -0.979
H: -1.9396 -1.3583 1.1464  0.384
H: -0.5792 -2.0619 1.7470  0.329
H: 0.5834 -1.7015 -0.0745  0.185
H: -1.0625 -1.4450 -0.9085  0.191
H: -0.1492 0.5625 -1.5006  0.170
H: -1.4047 1.3910 1.1513  0.182
H: -1.4402 2.2093 -0.3367  0.178
H: 1.0154 0.4467 1.0907  0.332
H: 2.1039 1.0006 -1.5692  0.056
H: 2.0664 -0.6915 -0.6813  0.029

***

[3]
Below is a cluster of 2 separate species, C4H10N2OS in total, with properties calculated with ωB97M-V/def2-TZVPD.

The calculated total energy is -20169.9706 eV. Its HOMO energy is -9.21 eV. The spin multiplicity is 1. The value obtained for the lowest unoccupied orbital energy is -1.40 eV. For the relative energy (zero: lowest compared OMol25 entry of this formula, charge and spin), the calculation gives 91.1 kcal/mol.

Each line ends with the natural charge from an NBO analysis.
Atoms and positions in Å:
N: 0.7790 0.0135 1.8415  -0.847
C: 0.7388 -0.2263 0.3795  -0.131
C: -0.7050 0.1239 -0.1933  -0.408
C: -1.9080 -0.4884 0.4489  -0.550
S: -3.2828 -0.1381 -0.6635  0.023
C: 1.9363 0.1616 -0.5564  0.667
N: 1.7105 -0.2590 -1.8905  -0.858
O: 2.9767 0.6788 -0.2483  -0.575
H: 0.6455 1.0243 2.0558  0.361
H: 1.6184 -0.3239 2.3276  0.383
H: 0.7428 -1.4507 0.2905  0.205
H: -0.7402 -0.2349 -1.1998  0.204
H: -0.8113 1.2755 -0.1807  0.205
H: -1.8562 -1.5507 0.6287  0.225
H: -2.0620 -0.0900 1.4275  0.226
H: -3.1649 1.6146 0.3766  0.098
H: 2.5122 -0.1207 -2.6028  0.399
H: 0.8702 -0.0095 -2.2412  0.372

***

[4]
Below is the ion C4H10N2OS with charge +1, with properties calculated with ωB97M-V/def2-TZVPD.

The calculated total energy is -20164.0172 eV. Its HOMO energy (spin up / spin down) is -13.61 / -13.30 eV. The spin multiplicity is 2. As for the charge: +1. The value obtained for the lowest unoccupied orbital energy (spin up / spin down) is -3.03 / -8.59 eV. Its expectation value of S² is 0.756. For the relative energy (zero: lowest compared OMol25 entry of this formula, charge and spin), the calculation gives 18.8 kcal/mol.

Each line ends with the natural charge from an NBO analysis.
Atoms and positions in Å:
O: 1.1029 -1.9578 -0.8672  -0.542
C: 0.0544 -1.8043 -1.4334  0.521
N: -0.6956 -0.6474 -1.3282  -0.571
C: -0.3974 0.3289 -0.2993  -0.031
C: 0.9168 1.0488 -0.6178  -0.560
S: 1.0801 2.5581 0.3415  0.042
C: -0.3560 -0.4647 1.0638  -0.297
N: -0.8606 0.1717 2.2060  -0.430
H: -0.5049 -2.5902 -1.9698  0.157
H: -1.4014 -0.4387 -2.0183  0.430
H: -1.2860 0.9440 -0.3217  0.232
H: 1.7055 0.3207 -0.4568  0.269
H: 0.9455 1.2776 -1.6765  0.251
H: 2.3919 2.4561 0.5962  0.166
H: -0.7796 -1.4591 0.9188  0.249
H: 0.6674 -0.8368 1.2295  0.302
H: -0.7543 1.1866 2.2531  0.414
H: -1.8285 -0.0935 2.3801  0.402

***

[5]
Below is the molecule C4H10N2S2, with properties calculated with ωB97M-V/def2-TZVPD.

The calculated total energy is -28956.9971 eV. Its HOMO energy is -8.35 eV. The spin multiplicity is 1. The value obtained for the lowest unoccupied orbital energy is 0.46 eV. The structure (SMILES) is N[C@@H]1[C@H](N)[C@H](S)[C@H]1S. For the relative energy (zero: lowest compared OMol25 entry of this formula, charge and spin), the calculation gives 92.4 kcal/mol.

Each line ends with the natural charge from an NBO analysis.
Atoms and positions in Å:
N: 1.1166 -0.2012 -1.9606  -0.875
C: 0.9736 -0.0417 -0.5250  -0.050
C: 0.1761 -1.1103 0.3443  -0.067
N: -0.6054 -1.8916 -0.4434  -0.872
C: -0.4832 0.1200 1.0157  -0.309
S: -2.3207 -0.0210 1.3887  -0.135
C: -0.0624 1.0824 -0.1117  -0.394
S: 0.5663 2.7695 0.0340  -0.029
H: 1.5498 0.8061 -2.2380  0.383
H: 0.4062 -0.6632 -2.5121  0.395
H: 1.9459 0.2167 -0.2240  0.197
H: 0.6626 -1.6393 1.3128  0.162
H: -0.2879 -2.8971 -0.7912  0.411
H: -1.6832 -1.8207 0.1806  0.372
H: -0.0065 0.1745 2.1010  0.248
H: -2.4655 1.2523 2.1639  0.186
H: -0.8991 1.2696 -0.9156  0.253
H: 1.4170 2.5950 1.1805  0.127

***

[6]
Below is the ion C4H10N3 with charge +1, with properties calculated with ωB97M-V/def2-TZVPD.

The calculated total energy is -8768.8381 eV. Its HOMO energy is -14.77 eV. The spin multiplicity is 1. As for the charge: +1. The value obtained for the lowest unoccupied orbital energy is -5.17 eV. For the relative energy (zero: lowest compared OMol25 entry of this formula, charge and spin), the calculation gives 132.9 kcal/mol.

Each line ends with the natural charge from an NBO analysis.
Atoms and positions in Å:
C: -1.2411 0.8304 0.1552  0.398
C: 2.4620 -0.9583 -0.1610  -0.503
C: 1.2126 1.7403 0.1982  -0.501
C: -3.1011 -0.6841 0.0323  -0.467
N: 1.1041 -0.6409 -0.1331  -0.049
N: 0.5471 0.4828 0.0406  -0.043
N: -1.6926 -0.3189 -0.1061  -0.601
H: 2.3176 -1.9756 -0.5515  0.257
H: 2.7649 -0.3612 -1.0243  0.245
H: 3.0817 -0.8454 0.7560  0.276
H: 1.3079 1.9091 1.3232  0.270
H: 2.2372 1.6004 -0.1822  0.228
H: 0.6489 2.6275 -0.1977  0.283
H: -3.2287 -1.8184 0.1358  0.254
H: -3.6793 -0.4438 -0.8868  0.247
H: -3.7044 -0.0082 0.7520  0.262
H: -1.0366 -1.1355 -0.1506  0.444